# 1
91
Properties=species:S:1:pos:R:3:forces:R:3 method="wB97M-V/def2-TZVPD" lumo_ha="-0.0143 / -0.0077" homo_ha="-0.23860 / -0.23410" gap_ev="6.1 / 6.2" mol_weight_g_mol=860.985 max_force_ev_per_a=2.74
Pt -0.0816 1.2876 -0.8986 2.56 -0.93 0.26
C 3.6165 0.4124 -3.2551 -0.07 0.50 0.65
Si 3.3191 1.2812 -1.5831 0.06 0.32 -0.49
C 4.9188 1.1387 -0.5505 -0.65 0.12 -0.32
C 2.7692 3.0989 -1.8164 0.29 -0.66 -0.13
N 2.0146 0.4497 -0.8083 -1.48 0.46 0.27
P 1.7519 0.2235 0.7631 -0.63 0.06 0.65
C 0.0150 0.2957 0.9622 0.70 -0.34 -0.72
P -1.0677 -1.0176 0.5544 0.19 0.14 -0.09
N -1.6100 -0.8939 -0.9474 -0.62 -0.37 0.29
Si -3.1975 -1.2336 -1.5292 0.00 -0.05 -0.19
C -3.0184 -2.1049 -3.2267 -0.22 0.38 0.62
C -4.1969 0.3749 -1.8165 0.36 -0.61 0.10
C -4.2202 -2.3656 -0.3849 0.31 0.45 -0.38
C -2.3714 -0.8380 1.8171 -0.04 -0.08 -0.31
C -2.8239 -1.8393 2.6636 0.06 0.02 -0.11
C -3.8489 -1.5726 3.5540 -0.15 -0.02 0.19
C -4.4393 -0.3209 3.5906 -0.07 -0.10 0.07
C -4.0043 0.6774 2.7315 -0.06 0.01 -0.04
C -2.9636 0.4189 1.8607 -0.07 0.10 -0.04
C -0.4114 -2.6654 0.9494 -0.10 0.38 0.00
C 0.1739 -2.8457 2.1973 -0.03 -0.05 -0.02
C 0.6311 -4.0938 2.5708 0.02 0.01 0.14
C 0.4987 -5.1637 1.6998 -0.04 -0.10 -0.05
C -0.0823 -4.9858 0.4546 0.03 -0.15 -0.01
C -0.5368 -3.7326 0.0763 -0.02 0.12 -0.04
C 2.6915 -1.2497 1.2602 -0.23 0.22 0.00
C 3.0777 -1.5742 2.5539 0.04 0.09 -0.05
C 3.7292 -2.7726 2.7886 0.09 -0.03 0.26
C 3.9615 -3.6656 1.7556 0.03 0.05 -0.05
C 3.5559 -3.3519 0.4679 0.06 -0.12 0.04
C 2.9294 -2.1462 0.2220 0.02 0.12 -0.05
C 2.3171 1.6531 1.7446 0.18 -0.18 -0.21
C 3.4663 1.7167 2.5191 -0.06 -0.09 -0.03
C 3.7999 2.8990 3.1617 0.15 0.12 0.17
C 3.0185 4.0321 3.0092 0.07 0.02 0.03
C 1.8909 3.9841 2.2035 0.07 -0.01 -0.01
C 1.5429 2.7995 1.5884 -0.33 0.14 -0.07
H 4.3182 0.9716 -3.8647 0.20 0.16 -0.15
H 2.6952 0.3026 -3.8149 -0.29 0.01 -0.06
H 4.0337 -0.5778 -3.1029 0.07 -0.23 0.11
H 5.8033 1.2984 -1.1575 0.16 0.04 -0.21
H 4.9850 0.1431 -0.1205 0.04 -0.23 0.06
H 4.9381 1.8532 0.2659 -0.03 0.15 0.11
H 3.3044 3.6014 -2.6139 0.22 0.13 -0.21
H 2.9087 3.6720 -0.9049 0.02 0.04 0.23
H 1.7047 3.1193 -2.0567 0.00 -0.04 -0.01
H -2.1594 -1.7652 -3.7970 0.22 0.13 -0.06
H -3.9043 -1.9336 -3.8304 -0.23 0.01 -0.15
H -2.9205 -3.1779 -3.0967 0.08 -0.24 0.06
H -3.6892 1.0624 -2.4864 0.16 0.11 -0.16
H -4.3792 0.8999 -0.8840 0.01 0.07 0.26
H -5.1615 0.1484 -2.2591 -0.25 -0.09 -0.11
H -3.5837 -3.1337 0.0455 0.11 -0.18 0.07
H -5.0327 -2.8585 -0.9093 -0.16 -0.07 -0.21
H -4.6487 -1.7972 0.4349 -0.07 0.10 0.17
H -2.3939 -2.8306 2.6282 0.03 -0.02 -0.02
H -4.1974 -2.3526 4.2159 -0.03 -0.05 0.06
H -5.2421 -0.1274 4.2871 -0.08 0.03 0.04
H -4.4926 1.6411 2.7415 0.04 0.13 0.02
H -2.5837 1.1849 1.1928 -0.05 0.07 0.05
H 0.2557 -1.9974 2.8649 0.01 -0.02 0.11
H 1.0848 -4.2373 3.5412 0.04 -0.01 0.05
H 0.8427 -6.1429 1.9986 0.05 -0.10 0.01
H -0.1870 -5.8304 -0.2126 0.00 -0.01 -0.06
H -0.9985 -3.5635 -0.8868 -0.01 -0.03 -0.11
H 2.8693 -0.8934 3.3692 0.00 -0.02 0.06
H 4.0527 -3.0180 3.7900 0.01 -0.03 0.10
H 4.4597 -4.6041 1.9519 0.03 -0.06 0.03
H 3.7282 -4.0488 -0.3382 0.01 -0.06 -0.10
H 2.6162 -1.8595 -0.7736 -0.02 -0.13 -0.05
H 4.1122 0.8553 2.6174 0.03 -0.03 0.01
H 4.6824 2.9354 3.7846 0.08 0.01 0.03
H 3.2890 4.9524 3.5076 0.05 0.04 0.04
H 1.2890 4.8673 2.0469 -0.06 0.09 0.04
H 0.6550 2.7358 0.9560 0.23 0.11 0.25
O -0.2204 0.6385 -3.2473 -0.04 0.02 -0.30
C -0.9636 1.6033 -3.9347 -0.06 -0.06 -0.41
C -1.6586 2.6455 -3.0776 0.36 -0.06 0.47
C -2.5582 3.5120 -3.6759 -0.25 0.45 0.14
C -3.2613 4.4282 -2.9054 0.46 -0.47 0.08
C -3.0129 4.4431 -1.5358 -0.13 0.21 -0.31
C -2.0444 3.6146 -1.0197 0.15 -0.16 0.01
N -1.3621 2.7200 -1.7639 -1.41 0.44 -0.38
H -0.8038 0.0159 -2.7661 0.08 -0.11 0.04
H -1.7209 1.1184 -4.5692 0.09 0.22 0.01
H -0.2449 2.1205 -4.5846 -0.22 -0.05 0.01
H -2.6995 3.4688 -4.7448 -0.08 -0.10 -0.12
H -3.9709 5.1059 -3.3559 -0.07 0.00 -0.01
H -3.5566 5.1094 -0.8856 0.03 0.07 0.11
H -1.7946 3.6511 0.0326 0.04 -0.10 -0.02

---

# 2
133
Properties=species:S:1:pos:R:3:forces:R:3 method="wB97M-V/def2-TZVPD" lumo_ha=-0.2017 homo_ha=-0.35748 total_charge=+1 gap_ev=4.2 mol_weight_g_mol=965.077 max_force_ev_per_a=9.55
O 3.3446 -4.8982 -3.6845 -1.89 1.30 -4.17
S 2.3541 -4.9711 -4.8291 0.72 -5.94 7.44
O 1.3411 -6.0156 -4.4079 1.69 3.50 -2.94
P 1.4902 -3.0318 -5.1710 -1.88 3.81 1.96
O 1.6461 -2.1752 -3.6976 -0.31 -1.57 -3.17
C -0.3381 -3.0343 -5.5880 -0.46 0.23 -0.68
C -0.7458 -3.9126 -6.8665 -0.79 0.07 -0.40
C -1.3817 -5.3360 -6.5256 0.58 0.27 -1.08
S -2.7959 -5.2983 -5.3262 0.07 0.04 0.47
C 3.2094 -5.4820 -6.4183 -0.08 -2.23 -3.26
F 3.6383 -6.8259 -6.3627 -1.08 3.70 0.71
F 2.2552 -5.4553 -7.4822 1.61 0.23 2.55
C 4.4044 -4.5152 -6.8751 1.92 0.60 -1.46
F 3.8932 -3.5826 -7.8101 1.15 -2.07 2.14
F 5.3762 -5.3211 -7.4959 -2.44 2.37 1.60
F 4.9789 -3.7692 -5.8496 -1.35 -1.81 -2.07
H 2.3166 -2.3148 -6.1075 -0.41 -0.67 0.25
H 1.1454 -1.3279 -3.8304 0.35 -0.59 0.34
H -0.6149 -1.9424 -5.8425 0.92 -1.37 0.54
H -0.9273 -3.3042 -4.6516 0.93 0.03 -1.00
H -1.5610 -3.3156 -7.4181 1.31 -0.78 0.87
H 0.1251 -3.9843 -7.6010 -1.11 -0.09 0.95
H -0.5906 -6.0389 -6.1090 -1.15 0.90 -0.22
H -1.7814 -5.8318 -7.4838 0.74 1.01 1.33
H -3.3337 -4.0258 -5.2296 0.86 -0.64 -0.75
C 0.7752 -3.3846 -0.5475 -0.05 -0.12 -0.19
C 0.6419 -2.1089 0.2388 0.01 0.53 0.54
O -0.2086 -1.2654 -0.0292 -0.06 0.00 -0.23
N 1.4996 -1.9076 1.2708 -0.45 -0.26 -0.70
C 2.5606 -2.7795 1.7364 0.05 0.48 0.28
H 0.0232 -3.4036 -1.3381 0.02 0.11 0.19
H 1.7640 -3.4372 -1.0089 0.01 -0.19 0.12
H 0.6137 -4.2462 0.1030 0.16 -0.02 -0.10
H 1.3516 -1.0319 1.7523 0.02 -0.12 0.02
H 2.3609 -3.0343 2.7789 0.22 -0.18 -0.05
H 3.5037 -2.2358 1.6754 0.08 -0.31 0.14
H 2.6322 -3.6930 1.1494 -0.10 0.13 0.01
C 6.2735 -4.4700 0.8753 -0.12 -0.15 0.04
C 6.4290 -3.0640 1.3905 -0.05 0.43 0.35
O 5.7209 -2.6147 2.2822 0.05 -0.15 -0.17
N 7.3953 -2.2859 0.8318 -0.35 -0.36 0.07
C 8.3237 -2.6347 -0.2230 0.07 0.45 0.19
H 5.4662 -4.9668 1.4149 0.12 0.19 0.01
H 6.0208 -4.4544 -0.1873 0.16 -0.12 0.00
H 7.1948 -5.0330 1.0373 -0.05 -0.03 -0.18
H 7.4424 -1.3570 1.2259 0.04 -0.11 -0.03
H 9.3394 -2.5189 0.1600 0.07 -0.13 -0.25
H 8.1742 -1.9440 -1.0557 0.18 -0.16 -0.14
H 8.1852 -3.6555 -0.5727 -0.05 0.11 0.11
C -2.3719 1.6339 4.6371 -0.04 -0.05 0.16
C -2.0333 0.5106 3.6941 -0.02 -0.42 -0.09
O -2.1730 -0.6662 4.0036 0.12 0.18 0.11
N -1.5575 0.8377 2.4614 -0.08 -0.10 0.41
C -1.3255 2.1578 1.9170 0.07 -0.41 -0.26
H -2.7381 1.2215 5.5783 0.04 -0.02 -0.19
H -1.4808 2.2300 4.8452 -0.15 0.15 -0.04
H -3.1559 2.2604 4.2069 0.13 0.13 0.09
H -1.3512 0.0343 1.8808 -0.01 0.11 -0.10
H -1.9326 2.2701 1.0161 0.08 0.26 0.00
H -0.2696 2.2394 1.6493 -0.04 0.27 -0.06
H -1.5800 2.9454 2.6233 0.00 -0.16 -0.02
C 3.6072 0.2938 -5.9008 -0.03 -0.18 0.14
C 2.7808 0.8932 -7.0060 -0.03 0.52 -0.89
O 1.5519 0.9185 -6.9554 -0.15 -0.37 0.39
N 3.4297 1.4116 -8.0742 -0.43 -0.53 0.72
C 4.8571 1.4726 -8.3084 -0.19 0.22 -0.31
H 2.9440 -0.0786 -5.1174 0.03 0.18 -0.08
H 4.1946 -0.5437 -6.2864 0.23 0.13 0.08
H 4.2646 1.0488 -5.4663 0.11 -0.20 0.00
H 2.8082 1.7976 -8.7781 0.08 0.31 -0.01
H 5.1411 2.5198 -8.4252 0.20 -0.11 -0.02
H 5.0766 0.9369 -9.2338 0.23 0.06 0.07
H 5.4287 1.0328 -7.4932 -0.12 0.04 -0.05
C 1.6894 6.1820 -9.4044 0.10 0.05 -0.21
C 1.5663 4.7437 -8.9802 -0.19 -0.41 0.33
O 2.0113 3.8221 -9.6586 0.23 -0.15 -0.07
N 0.9385 4.4802 -7.8049 0.33 0.16 -0.65
C 0.3520 5.4248 -6.8736 0.00 -0.57 0.11
H 2.2123 6.2350 -10.3602 -0.08 -0.15 0.15
H 0.6982 6.6226 -9.5280 0.10 0.11 0.13
H 2.2638 6.7432 -8.6646 -0.18 0.09 -0.01
H 0.8924 3.4941 -7.5840 -0.04 0.06 0.00
H 0.8454 5.3065 -5.9095 -0.18 0.28 -0.02
H -0.7079 5.1854 -6.7662 -0.01 0.25 0.14
H 0.4567 6.4543 -7.2067 0.05 -0.16 0.06
C 1.9254 6.6898 -2.8880 0.18 -0.03 -0.08
C 0.5494 7.0303 -3.3949 -0.46 0.20 -0.31
O 0.3195 7.2140 -4.5834 0.15 0.01 0.24
N -0.4556 7.1319 -2.4840 0.47 -0.12 -0.25
C -0.3822 6.9521 -1.0491 -0.46 0.12 -0.15
H 2.6203 6.6439 -3.7276 -0.21 0.06 0.04
H 2.2712 7.4598 -2.1954 0.03 -0.17 0.08
H 1.9133 5.7150 -2.3955 0.07 0.12 0.14
H -1.3493 7.3626 -2.8944 0.09 0.00 0.07
H -1.0622 6.1453 -0.7679 0.11 0.03 0.25
H -0.7067 7.8774 -0.5691 0.09 -0.13 0.23
H 0.6240 6.7073 -0.7155 -0.09 0.04 -0.13
C -5.7134 2.2766 7.8617 0.39 0.15 0.11
C -4.4368 2.6820 8.5488 0.35 0.28 -0.12
O -3.8023 3.6766 8.2153 -0.03 -0.11 -0.01
N -3.9898 1.9036 9.5723 -0.26 0.24 -0.36
C -4.5908 0.7009 10.1087 0.55 0.07 0.34
H -5.9427 2.9895 7.0696 0.06 -0.06 0.20
H -5.5989 1.2870 7.4135 -0.20 -0.04 0.12
H -6.5376 2.2767 8.5730 0.06 -0.10 -0.19
H -3.1301 2.2358 9.9849 -0.10 -0.07 -0.03
H -4.8050 0.8674 11.1673 -0.18 -0.20 0.00
H -3.8704 -0.1134 10.0111 -0.29 -0.20 0.01
H -5.5101 0.4334 9.5921 0.16 0.10 -0.06
C -10.3386 0.3913 7.1281 -0.11 0.03 -0.15
C -9.0642 0.7942 7.8206 0.39 0.40 -0.02
O -8.4288 1.7869 7.4902 -0.59 -0.28 -0.06
N -8.6239 0.0130 8.8452 -0.27 0.18 -0.37
C -9.2315 -1.1889 9.3766 0.44 0.12 0.25
H -10.5624 1.1065 6.3359 0.16 -0.04 0.17
H -10.2251 -0.5977 6.6790 -0.16 -0.01 0.10
H -11.1679 0.3919 7.8386 -0.01 -0.17 -0.08
H -7.7656 0.3419 9.2626 -0.11 -0.08 0.00
H -9.4514 -1.0253 10.4336 -0.14 -0.24 -0.02
H -8.5149 -2.0075 9.2824 -0.21 -0.16 0.08
H -10.1491 -1.4518 8.8547 0.12 0.11 0.00
C -0.5052 -2.3101 9.7842 -0.04 -0.09 0.18
C -1.3225 -1.7038 8.6746 -0.40 0.17 -0.34
O -2.5456 -1.6664 8.7115 0.15 -0.02 0.16
N -0.6584 -1.1865 7.6061 -0.16 -0.16 0.46
C 0.7700 -1.1372 7.3824 -0.32 0.18 -0.35
H -1.1711 -2.6798 10.5649 0.00 0.10 -0.20
H 0.0801 -3.1497 9.4033 0.12 0.11 0.09
H 0.1534 -1.5560 10.2203 0.12 -0.15 -0.04
H -1.2699 -0.7972 6.9005 0.07 -0.11 -0.04
H 1.0649 -0.0917 7.2688 0.27 -0.09 0.01
H 0.9921 -1.6742 6.4576 0.26 0.03 0.06
H 1.3312 -1.5825 8.2013 -0.14 0.04 -0.05

---

# 3
16
Properties=species:S:1:pos:R:3:forces:R:3 method="wB97M-V/def2-TZVPD" lumo_ha=0.1376 homo_ha=-0.17141 total_charge=-1 gap_ev=8.4 mol_weight_g_mol=161.077 max_force_ev_per_a=4.83
C 1.3402 -0.6613 -1.1866 0.10 -0.15 -0.79
C 2.6677 -0.9312 0.4817 -2.24 0.70 0.62
C 0.5320 -0.7531 -0.1104 -4.06 0.14 -0.83
C -1.2285 1.9154 0.0197 2.60 -1.15 3.90
N 2.6670 -0.7206 -0.7924 0.50 -0.31 -1.13
N 1.3243 -0.8868 0.9541 0.75 -1.07 2.35
O -2.9142 -1.2132 -1.3444 1.17 1.10 0.90
O -2.6046 -0.7563 1.2308 0.95 1.08 -2.42
O -2.1818 1.1585 -0.6245 -1.05 -1.38 -0.94
P -2.2756 -0.4503 -0.2269 -0.21 -1.17 1.34
H 0.9457 -0.7042 -2.2085 0.79 0.39 0.33
H 3.4867 -0.8136 1.1399 0.73 -0.28 0.49
H -0.2731 2.0244 -0.5153 -0.64 0.32 -0.59
H -0.8258 1.1223 0.8449 -0.65 2.64 -0.89
H -1.5591 2.9169 0.4845 0.03 -1.72 -0.86
H 0.8991 -1.2469 1.8536 1.23 0.87 -1.48

---

# 4
13
Properties=species:S:1:pos:R:3:forces:R:3 method="wB97M-V/def2-TZVPD" lumo_ha=0.0285 homo_ha=-0.36182 gap_ev=10.6 mol_weight_g_mol=93.082 max_force_ev_per_a=2.36
C 1.1578 0.3261 1.1039 -0.42 -1.44 -0.35
N 0.3983 0.6151 2.3236 1.19 0.87 0.79
C -0.7021 -0.0684 2.7137 -2.35 -0.17 0.01
O -1.2620 0.1369 4.0009 1.76 1.42 -0.48
O -1.3789 -0.7188 1.9631 0.68 -0.97 -0.62
H 0.6548 0.6752 0.2143 -0.71 -0.30 -0.31
H 1.2907 -0.7978 1.0660 0.01 1.39 -0.27
H 2.1205 0.8423 0.9780 -0.16 -0.23 1.15
H 0.6718 1.4538 2.8051 -0.11 -0.25 0.53
H -1.2647 -0.6432 4.5617 0.11 -0.32 -0.45
H 0.1527 -0.5960 -7.4918 0.29 0.50 0.16
H -1.2196 -0.9812 -7.2093 -0.38 0.35 0.32
O -0.6193 -0.2441 -7.0291 0.09 -0.84 -0.49

---

# 5
16
Properties=species:S:1:pos:R:3:forces:R:3 method="wB97M-V/def2-TZVPD" lumo_ha=0.0424 homo_ha=-0.42662 gap_ev=12.8 mol_weight_g_mol=60.140 max_force_ev_per_a=1.14
C -2.4197 0.3013 -1.8200 1.12 -0.01 0.20
C -1.5027 -0.5137 -0.8751 -0.19 0.69 0.46
H -3.1859 0.8117 -1.2343 -0.23 -0.25 -0.37
H -1.8203 1.0843 -2.2925 -0.10 0.01 -0.02
H -2.7854 -0.3075 -2.6419 -0.54 -0.01 0.19
H -1.1197 -1.4474 -1.2707 -0.08 -0.08 -0.21
H -2.0004 -0.7083 0.0741 -0.19 -0.35 -0.08
H -0.6525 0.0955 -0.5724 0.17 -0.03 -0.17
C 1.9535 -0.6235 1.6506 0.20 0.28 -0.07
C 1.9178 0.7623 0.9868 -0.17 0.49 0.41
H 1.4048 -1.3589 1.0672 -0.10 -0.06 0.09
H 2.9758 -0.9878 1.7536 0.00 -0.01 -0.08
H 1.5513 -0.5775 2.6581 -0.21 -0.15 0.05
H 1.5122 1.5374 1.6451 0.03 -0.22 0.21
H 1.2525 0.8106 0.1251 0.38 -0.18 -0.22
H 2.9187 1.1215 0.7465 -0.10 -0.12 -0.38

---

# 6
12
Properties=species:S:1:pos:R:3:forces:R:3 method="wB97M-V/def2-TZVPD" lumo_ha="-0.0336 / -0.1637" homo_ha="-0.29740 / -0.39133" s_squared=2.011 gap_ev="7.2 / 6.2" mol_weight_g_mol=260.288 max_force_ev_per_a=2.58 multiplicity=3
N 1.0768 -0.7231 0.5547 0.51 -0.63 1.90
N 0.6358 1.7406 -0.0766 1.29 0.95 -0.15
N -0.4426 -0.8522 -1.3066 -0.02 -1.23 -0.27
N -1.7463 1.1177 -0.4520 -0.76 0.61 -0.42
F 0.3502 -3.0892 0.2017 0.12 2.35 -1.04
F -0.9130 1.5107 1.8715 0.06 1.07 -1.04
F -2.7462 -1.0364 -0.6165 0.22 0.30 0.16
F 3.2337 0.2876 -0.4075 1.10 -0.30 -0.28
S 0.7872 -1.6484 -0.6866 0.98 -1.41 -0.25
S 1.7002 0.7196 0.5295 -0.40 -0.36 -0.61
S -1.3724 -0.3991 -0.1041 -2.03 -1.17 -0.13
S -0.8526 2.1491 0.2537 -1.06 -0.19 2.15